(1)
# C41H82CdNO19Zn

A molecular structure, C41H82CdNO19Zn in a non-equilibrium geometry (ωB97M-V/def2-TZVPD, the Open Molecules 2025 dataset).

```
145
Properties=species:S:1:pos:R:3:forces:R:3
Zn -0.620543 0.304923 3.065866 -0.6 -2.1 0.5
Cd 0.684386 1.872788 -4.382437 -0.2 -0.4 -3.7
C -1.313833 -3.339659 2.989132 -0.6 0.7 -0.2
C -1.281907 -3.369904 4.505049 -0.1 -0.3 1.5
C -0.421617 -4.591708 4.880344 1.0 -0.7 1.3
C 0.014234 -4.666432 6.355378 -1.8 0.5 0.1
C 0.611905 -3.331376 6.786309 -0.2 -1.3 0.6
C -0.276814 -2.109032 6.507147 1.0 -0.1 -0.4
N -0.637270 -2.160222 5.069589 1.3 0.0 -0.9
O -1.252999 -1.004853 4.556022 -0.2 1.3 -0.2
C 0.687900 -0.937656 6.784533 -0.6 0.7 -0.5
C -1.407562 -2.041928 7.552557 -0.7 0.6 -0.2
C -2.724822 -3.510723 5.137014 0.7 -0.5 -0.8
H -0.348530 -3.092670 2.546031 0.1 0.1 0.2
H -2.042938 -2.600392 2.655196 0.1 0.0 -0.1
H -1.623653 -4.294359 2.562330 0.0 -0.1 0.3
H 0.580496 -4.662841 4.445917 -0.4 0.6 -1.2
H -0.931576 -5.528713 4.647690 -0.2 0.1 -0.3
H 0.666667 -5.522360 6.529724 0.2 0.1 -0.1
H -0.900146 -4.869477 6.923621 0.1 0.0 0.4
H 1.618099 -3.308551 6.361825 -0.1 0.7 -0.3
H 0.740666 -3.359588 7.872128 0.2 0.0 0.1
H 0.968451 -0.933197 7.837998 0.2 -0.2 0.0
H 0.218555 0.032103 6.603552 -0.2 -0.1 -0.1
H 1.569260 -0.982693 6.144321 0.0 -0.1 0.1
H -1.588243 -2.972730 8.090420 -0.1 -0.1 -0.2
H -2.323382 -1.700195 7.068224 -0.1 -0.3 0.0
H -1.249828 -1.274894 8.313898 0.4 -0.1 0.0
H -3.278701 -2.577034 5.044878 0.2 0.1 0.0
H -2.642334 -3.783205 6.186845 -0.1 0.0 0.0
H -3.288610 -4.291489 4.621800 0.0 -0.1 0.0
C 0.168571 2.387619 -0.365582 0.5 -0.4 -2.0
C -0.125314 1.450273 0.584531 0.0 1.6 0.8
C -0.470589 0.053469 0.200918 -0.3 -1.9 0.8
O -0.895659 -0.705704 1.125342 0.0 0.6 0.6
C -0.273799 -0.443860 -1.065518 0.4 1.4 -1.3
C 0.009273 0.464131 -2.124710 -0.1 -0.1 1.0
C 0.221553 2.017109 -1.767006 -0.5 -0.3 1.9
O 0.400330 2.842882 -2.671569 -0.7 1.2 3.2
O 0.080071 0.146692 -3.318290 -0.6 -1.5 1.2
O -0.160860 1.785756 1.833032 0.2 -0.1 -0.6
H 0.506560 3.383147 -0.115196 -0.2 0.1 0.1
H -0.361348 -1.500725 -1.266941 -0.1 0.0 -0.1
C 2.885532 -0.826842 -6.770801 -2.5 2.9 1.5
C 2.314010 0.145098 -5.912629 1.1 -1.9 -0.1
C 3.184699 0.605356 -4.659258 1.8 0.0 -1.8
O 2.638363 1.478538 -3.918007 1.7 -0.1 1.2
C 4.549526 0.231455 -4.573270 -3.8 1.1 0.4
C 5.058122 -0.692053 -5.482072 3.6 -0.8 0.3
C 4.201649 -1.239438 -6.615914 0.8 -2.6 -1.7
O 4.613905 -2.126051 -7.402389 0.5 1.1 1.2
O 6.264879 -1.030696 -5.366103 -1.6 0.0 -0.8
O 1.111910 0.594805 -5.999855 0.8 -0.7 -1.0
H 2.280959 -1.198351 -7.585774 0.1 -0.1 -0.1
H 5.128352 0.657484 -3.767412 0.2 -0.2 0.0
C 3.439686 -3.005838 -1.161887 0.8 0.2 0.2
C 4.447757 -2.678751 -2.271351 -0.8 0.6 0.7
O 3.901647 -3.106762 -3.482960 0.5 -0.4 -0.5
H 3.839077 -2.745786 -0.177331 0.0 -0.1 0.1
H 3.244295 -4.076695 -1.215544 -0.3 0.0 0.2
H 2.531424 -2.416512 -1.293564 -0.2 -0.2 -0.1
H 5.415165 -3.137139 -2.062309 -0.1 -0.3 -0.4
H 4.616558 -1.595666 -2.295639 0.1 0.1 0.0
H 2.984188 -2.803378 -3.505377 -0.1 -0.1 -0.3
C -1.912782 -3.667264 -0.480600 -0.6 -0.5 -0.6
C -3.044200 -2.707654 -0.896704 1.4 0.2 0.8
O -3.523843 -2.052734 0.279899 -0.4 -0.1 -0.1
H -2.338027 -4.433300 0.169260 0.1 0.1 0.2
H -1.093432 -3.151704 0.019048 -0.2 0.1 0.1
H -1.491566 -4.208934 -1.330616 0.0 0.2 -0.2
H -3.851307 -3.232902 -1.403173 -0.1 0.1 0.1
H -2.611773 -1.925133 -1.526589 -0.2 -0.2 -0.5
H -2.716369 -1.735431 0.709756 0.0 0.2 0.1
C -2.572135 0.333894 -5.878301 0.4 -0.5 -0.6
C -2.111358 1.773792 -6.009233 -1.8 0.3 0.7
O -1.465762 2.150453 -4.791455 -0.4 0.5 -0.9
H -1.723415 -0.334730 -5.726157 0.2 0.2 0.0
H -3.077469 -0.021332 -6.778729 -0.1 0.1 0.0
H -3.233614 0.188500 -5.024141 -0.1 0.3 0.0
H -2.983363 2.436374 -6.065756 -0.3 -0.2 -0.1
H -1.601175 2.046809 -6.932218 1.0 -0.5 0.4
H -2.164344 2.371880 -4.154600 0.0 -0.1 0.0
C 3.039865 4.850043 -5.776942 0.5 0.2 0.4
C 1.780027 4.694444 -4.962283 0.5 -1.1 -0.4
O 0.942603 3.679837 -5.561485 0.2 2.2 -0.9
H 2.842859 5.121472 -6.815486 0.0 0.3 0.1
H 3.670778 3.960993 -5.784127 -0.3 -0.2 0.1
H 3.615122 5.614661 -5.248936 0.2 0.3 -0.5
H 1.236446 5.638292 -4.901686 -0.1 -0.1 0.3
H 2.055365 4.269182 -3.998191 -0.2 0.5 0.2
H 0.837937 3.998954 -6.464252 -0.3 -0.6 -0.2
C 2.456398 4.729515 1.950674 -0.9 0.4 0.4
C 3.926314 4.361022 2.146504 -1.0 -0.2 -0.6
O 4.066627 3.481439 3.266656 0.1 0.2 -0.2
H 1.805423 3.906109 1.650907 0.5 -0.5 0.1
H 2.234916 5.482723 1.190996 0.6 0.2 -0.1
H 1.997898 5.102809 2.869239 0.2 0.1 0.1
H 4.559917 5.239607 2.266790 -0.1 0.1 0.0
H 4.201625 3.842542 1.225925 0.5 -0.1 0.1
H 4.695067 3.885599 3.867982 0.0 -0.1 0.1
C 0.512946 -4.083444 -5.428326 0.5 -0.7 -0.4
C 0.053497 -2.889823 -4.629806 -0.5 -1.4 0.4
O 1.048322 -2.616010 -3.676715 0.8 1.1 0.2
H 1.445177 -3.850075 -5.947390 -0.2 0.3 -0.2
H -0.219893 -4.454852 -6.146838 -0.1 0.3 -0.1
H 0.795364 -4.960438 -4.840946 -0.3 0.2 0.5
H -0.794465 -3.133118 -3.974646 -0.7 0.0 -0.8
H -0.173546 -2.064325 -5.308491 0.1 0.2 0.2
H 0.851772 -1.704190 -3.420676 0.3 0.2 0.2
C -3.272986 5.911869 1.111026 0.5 -0.1 -0.1
C -1.831079 5.401412 1.057587 0.2 0.5 -0.1
O -1.699301 4.302730 1.917865 -0.6 -0.7 0.8
H -3.926521 5.106619 0.776969 -0.3 0.1 0.2
H -3.452277 6.797706 0.500233 0.3 -0.1 -0.3
H -3.480615 6.243766 2.128651 -0.2 -0.4 0.1
H -1.173269 6.198946 1.420840 0.1 0.1 -0.2
H -1.500296 5.093378 0.061912 -0.2 0.3 -0.2
H -0.976836 3.708163 1.682790 0.2 0.0 -0.1
C -4.336145 0.789043 4.446305 0.6 0.0 -0.4
C -3.798445 0.498475 3.049407 -1.4 1.1 -0.3
O -2.534697 1.129842 2.814361 -0.1 -0.7 0.4
H -5.308558 0.307933 4.544227 0.0 0.0 0.3
H -4.430646 1.869269 4.571778 -0.2 0.0 0.0
H -3.622133 0.451352 5.198396 -0.1 -0.3 0.0
H -4.444571 0.995910 2.318600 -0.4 -0.1 0.1
H -3.879500 -0.548925 2.764408 1.0 -0.1 0.2
H -2.713907 2.065883 2.678575 0.4 0.2 -0.1
C 3.439250 -1.095725 3.859781 -0.2 0.9 -0.3
C 2.123546 -1.387502 3.153417 0.7 -1.9 0.2
O 1.408898 -0.220884 2.762552 0.9 -0.1 0.3
H 3.932991 -1.963744 4.293165 -0.4 -0.2 0.1
H 3.244101 -0.339315 4.622031 0.3 -0.1 0.2
H 4.146229 -0.690522 3.131557 0.1 0.2 0.1
H 1.495496 -2.030025 3.771510 -0.4 0.5 0.1
H 2.371795 -1.998614 2.280753 -0.3 0.2 -0.3
H 2.058429 0.330945 2.309193 -0.4 0.4 -0.1
C -3.560297 2.379940 -0.772912 0.2 -0.6 -0.2
C -3.780177 1.506950 -2.019266 0.3 1.9 0.3
O -3.645941 2.392223 -3.168877 -0.2 -0.5 0.0
H -3.389706 1.738914 0.094379 -0.4 0.1 0.2
H -4.417722 3.046320 -0.673271 0.0 -0.1 0.4
H -2.665889 2.998876 -0.847352 0.1 -0.1 -0.3
H -4.813357 1.162336 -2.026864 0.3 -0.7 0.1
H -3.010743 0.742181 -2.102008 -0.3 -0.2 -0.2
H -4.479349 2.865223 -3.232326 0.1 0.2 -0.2
```
Positions in Å, forces in eV/Å.

Values from the calculation:
- HOMO: -4.06 eV
- Total charge: -1
- Largest force on an atom: 0.080 Eh/bohr
- 2S+1: 1
- Frontier orbital gap: 5.0 eV
- E: -5042.74755 a.u.
- ΔE to the lowest compared entry with this formula, charge and spin: 0.0 kJ/mol

Results of the Löwdin charge analysis, in e, for atoms 1 through 99: atom 1 (Zn): 0.81, atom 2 (Cd): 1.37, atom 3 (C): -0.04, atom 4 (C): -0.48, atom 5 (C): -0.14, atom 6 (C): -0.19, atom 7 (C): -0.16, atom 8 (C): -0.49, atom 9 (N): -0.16, atom 10 (O): -0.27, atom 11 (C): -0.04, atom 12 (C): -0.04, atom 13 (C): -0.01, atom 14 (H): 0.08, atom 15 (H): 0.06, atom 16 (H): 0.08, atom 17 (H): 0.12, atom 18 (H): 0.12, atom 19 (H): 0.11, atom 20 (H): 0.09, atom 21 (H): 0.11, atom 22 (H): 0.12, atom 23 (H): 0.08, atom 24 (H): 0.08, atom 25 (H): 0.06, atom 26 (H): 0.07, atom 27 (H): 0.07, atom 28 (H): 0.07, atom 29 (H): 0.07, atom 30 (H): 0.05, atom 31 (H): 0.08, atom 32 (C): 0.03, atom 33 (C): -0.31, atom 34 (C): -0.33, atom 35 (O): -0.05, atom 36 (C): 0.04, atom 37 (C): -0.29, atom 38 (C): -0.26, atom 39 (O): -0.07, atom 40 (O): -0.07, atom 41 (O): -0.11, atom 42 (H): 0.11, atom 43 (H): 0.11, atom 44 (C): -0.01, atom 45 (C): -0.33, atom 46 (C): -0.33, atom 47 (O): -0.18, atom 48 (C): -0.02, atom 49 (C): -0.38, atom 50 (C): -0.38, atom 51 (O): 0.00, atom 52 (O): 0.00, atom 53 (O): -0.19, atom 54 (H): 0.11, atom 55 (H): 0.10, atom 56 (C): -0.09, atom 57 (C): -0.33, atom 58 (O): -0.07, atom 59 (H): 0.06, atom 60 (H): 0.08, atom 61 (H): 0.05, atom 62 (H): 0.11, atom 63 (H): 0.10, atom 64 (H): 0.04, atom 65 (C): -0.08, atom 66 (C): -0.29, atom 67 (O): -0.10, atom 68 (H): 0.07, atom 69 (H): 0.05, atom 70 (H): 0.07, atom 71 (H): 0.11, atom 72 (H): 0.08, atom 73 (H): 0.03, atom 74 (C): -0.07, atom 75 (C): -0.28, atom 76 (O): -0.18, atom 77 (H): 0.06, atom 78 (H): 0.08, atom 79 (H): 0.07, atom 80 (H): 0.11, atom 81 (H): 0.11, atom 82 (H): 0.05, atom 83 (C): -0.08, atom 84 (C): -0.29, atom 85 (O): -0.17, atom 86 (H): 0.08, atom 87 (H): 0.09, atom 88 (H): 0.08, atom 89 (H): 0.11, atom 90 (H): 0.10, atom 91 (H): 0.10, atom 92 (C): -0.09, atom 93 (C): -0.30, atom 94 (O): -0.08, atom 95 (H): 0.04, atom 96 (H): 0.07, atom 97 (H): 0.07, atom 98 (H): 0.11, atom 99 (H): 0.11



(2)
# C4H9N2O

2 unconnected molecules or ions with the total composition C4H9N2O in a non-equilibrium geometry (ωB97M-V/def2-TZVPD, the Open Molecules 2025 dataset).

```
16
Properties=species:S:1:pos:R:3:forces:R:3
C -1.654863 -1.725907 0.271684 -0.8 0.5 3.2
C -0.672477 -0.623256 0.478565 -0.5 0.9 1.2
C 0.537101 -0.422771 1.123876 -1.8 -5.5 0.3
N 0.986663 0.810197 0.991847 -1.1 0.7 -1.4
C -0.008383 1.506393 0.309322 1.9 -1.3 0.9
N -1.079616 0.654823 0.122873 6.3 1.3 1.1
H -2.347015 -1.795624 1.215420 0.6 0.6 -2.0
H -2.142763 -1.641002 -0.673648 -0.6 0.1 -0.4
H -1.220698 -2.673158 0.359454 1.1 -1.4 -0.3
H 1.007607 -1.268486 1.686160 0.0 1.3 -0.7
H 2.028795 0.787741 0.973988 -1.2 1.7 0.0
H 0.381310 2.424077 -0.110164 -1.4 0.3 -0.2
H -1.887152 0.955045 -0.282449 -2.7 0.7 -1.5
H 2.821776 1.010437 -2.083953 -2.1 0.9 0.5
H 1.389843 0.705029 -2.483527 -0.4 -0.2 -0.4
O 1.859874 1.296465 -1.899449 2.6 -0.7 -0.1
```
Positions in Å, forces in eV/Å.

Values from the calculation:
- HOMO: -13.71 eV
- Total charge: +1
- Largest force on an atom: 0.126 Eh/bohr
- 2S+1: 1
- Frontier orbital gap: 10.0 eV
- E: -342.29260 a.u.
- ΔE to the lowest compared entry with this formula, charge and spin: 169.8 kJ/mol

Löwdin analysis output, partial charges in e: atom 1 (C): 0.00, atom 2 (C): -0.23, atom 3 (C): -0.07, atom 4 (N): 0.10, atom 5 (C): 0.00, atom 6 (N): 0.18, atom 7 (H): 0.14, atom 8 (H): 0.08, atom 9 (H): 0.06, atom 10 (H): 0.17, atom 11 (H): 0.21, atom 12 (H): 0.15, atom 13 (H): 0.14, atom 14 (H): 0.11, atom 15 (H): 0.04, atom 16 (O): -0.08



(3)
# C5H11NO

C5H11NO in the gas phase (ωB97M-V/def2-TZVPD, the Open Molecules 2025 dataset).

```
18
Properties=species:S:1:pos:R:3:forces:R:3
C -1.905598 0.250681 -0.707741 0.0 0.0 0.0
C -0.633797 -0.456064 -0.254554 -0.1 -0.1 -0.1
C -0.588726 -0.678617 1.269287 -0.2 -0.2 0.1
N 0.612654 0.171154 1.382739 0.1 0.0 0.1
C 0.694122 0.358641 -0.078747 0.2 -0.2 -0.1
C 1.992732 -0.186117 -0.657083 0.0 0.0 0.0
O 0.653204 1.701107 -0.488190 -0.2 0.1 0.1
H -1.921207 0.523423 -1.767396 0.1 0.0 0.1
H -2.753038 -0.421838 -0.524257 0.1 0.1 -0.1
H -2.101662 1.153542 -0.114669 0.1 -0.1 -0.1
H -0.486373 -1.367885 -0.843987 0.0 0.1 0.1
H -1.447610 -0.241360 1.796930 0.1 -0.2 0.0
H -0.477093 -1.718887 1.593095 0.1 0.1 0.0
H 1.420868 -0.314259 1.762350 -0.1 0.2 0.0
H 2.027026 -0.131287 -1.749164 -0.1 0.0 0.1
H 2.180220 -1.218195 -0.340940 -0.2 0.1 -0.1
H 2.801004 0.445652 -0.269283 -0.1 -0.1 -0.1
H -0.066729 2.130308 -0.008383 0.1 0.0 0.0
```
Positions in Å, forces in eV/Å.

Values from the calculation:
- HOMO: -9.15 eV
- Largest force on an atom: 0.006 Eh/bohr
- 2S+1: 1
- Frontier orbital gap: 10.2 eV
- E: -327.08214 a.u.
- ΔE to the lowest compared entry with this formula, charge and spin: 129.2 kJ/mol

Löwdin analysis output, partial charges in e: atom 1 (C): -0.07, atom 2 (C): -0.26, atom 3 (C): -0.16, atom 4 (N): 0.04, atom 5 (C): -0.58, atom 6 (C): -0.01, atom 7 (O): 0.00, atom 8 (H): 0.08, atom 9 (H): 0.08, atom 10 (H): 0.08, atom 11 (H): 0.14, atom 12 (H): 0.11, atom 13 (H): 0.11, atom 14 (H): 0.10, atom 15 (H): 0.09, atom 16 (H): 0.08, atom 17 (H): 0.09, atom 18 (H): 0.09



(4)
# H8O4

4 unconnected molecules or ions with the total composition H8O4 (ωB97M-V/def2-TZVPD, the Open Molecules 2025 dataset).

```
12
Properties=species:S:1:pos:R:3:forces:R:3
O -2.687593 1.532890 -0.146258 0.1 -0.1 -0.1
H -3.092403 0.877070 0.421422 -0.2 -0.2 0.2
H -2.377693 2.211250 0.453752 -0.1 0.4 0.2
O 0.110587 1.160320 -0.701698 0.3 0.1 -0.1
H 0.567847 0.400320 -0.341758 0.4 -0.2 0.0
H -0.719273 1.188800 -0.225528 -0.5 0.0 -0.2
O -0.207283 -2.359290 0.063922 0.2 0.2 0.2
H -0.942373 -1.975970 -0.414558 -0.2 0.2 -0.2
H -0.231363 -3.288750 -0.163588 0.0 -0.2 0.0
O 3.330657 0.363900 0.115702 0.0 0.1 -0.1
H 3.171967 -0.555900 -0.096468 0.0 -0.3 -0.1
H 3.076917 0.445360 1.035062 0.0 0.1 0.2
```
Positions in Å, forces in eV/Å.

Values from the calculation:
- HOMO: -10.84 eV
- Largest force on an atom: 0.010 Eh/bohr
- 2S+1: 1
- Frontier orbital gap: 11.2 eV
- E: -305.74030 a.u.
- ΔE to the lowest compared entry with this formula, charge and spin: 102.2 kJ/mol

Löwdin analysis output, partial charges in e: atom 1 (O): -0.04, atom 2 (H): 0.05, atom 3 (H): 0.05, atom 4 (O): -0.05, atom 5 (H): 0.00, atom 6 (H): -0.03, atom 7 (O): -0.05, atom 8 (H): 0.03, atom 9 (H): 0.03, atom 10 (O): -0.05, atom 11 (H): 0.03, atom 12 (H): 0.03



- Look up the ΔE to the lowest compared entry with this formula, charge and spin of the third one.
  129.2 kJ/mol